A structure of composition C39H51N7O6PSbTi in a non-equilibrium geometry. Source: the OMol25 dataset; level of theory: wB97M-V/def2-TZVPD.

Expectation value of S² = 2.01
ΔE to the lowest compared entry with this formula, charge and spin = 0.3919 eV
2S+1 = 3
HOMO-LUMO gap (spin up / spin down) = 6.22 / 8.03 eV
HOMO (spin up / spin down) = -0.40972 / -0.48565 hartree
Maximum force = 1.29 eV/A
Net charge = +2

The geometry in XYZ format:
```
106
Properties=species:S:1:pos:R:3:forces:R:3:lowdin_charge:R:1
Ti -0.7177 0.1063 0.1070 1.1604 0.2106 -0.5166 0.775
C 3.3322 2.1487 -2.7077 0.1751 -0.1185 -0.0005 -0.026
C 2.0913 2.8678 -3.1200 0.2812 0.1287 -0.0919 -0.334
C 2.1623 4.0586 -3.8465 -0.1076 0.0300 -0.0232 -0.007
C 0.9982 4.6634 -4.2646 -0.0716 -0.1363 0.0526 -0.041
C -0.2147 4.0528 -3.9496 0.1067 0.1373 -0.0885 -0.121
C -0.1872 2.8871 -3.2039 -0.1759 0.1828 -0.0645 -0.457
N 0.9365 2.3140 -2.7882 -0.2642 -0.2395 0.1975 0.071
Sb -2.1152 2.1026 -2.7351 -0.2192 -0.0380 0.0847 1.589
C -2.1811 2.6813 -0.6479 -0.1619 0.2663 -0.0783 -0.434
C -2.6449 3.9854 -0.5335 0.0470 0.0309 0.1741 -0.120
C -2.9228 4.5098 0.7202 0.0927 -0.2691 -0.0619 -0.018
C -2.8196 3.6690 1.8121 0.0146 -0.0516 -0.1513 -0.005
C -2.3904 2.3597 1.6328 0.0198 0.0862 0.2082 -0.312
C -2.3978 1.4162 2.7946 0.0518 -0.1010 0.1498 -0.017
N -2.0100 1.8969 0.4293 -0.1207 0.0097 -0.2293 -0.038
C -1.8914 -0.0617 -2.7045 -0.2063 0.1464 -0.2172 -0.431
C -2.4996 -0.5887 -3.8339 0.1903 -0.2040 -0.0590 -0.128
C -2.5147 -1.9677 -4.0266 0.1486 0.0677 0.2991 -0.021
C -1.9400 -2.7647 -3.0585 -0.0408 0.2530 -0.0701 0.004
C -1.3823 -2.1761 -1.9241 -0.0147 -0.3676 -0.0325 -0.308
C -0.8286 -3.0498 -0.8443 0.2365 -0.0714 0.3025 -0.008
N -1.3623 -0.8572 -1.7543 -0.2669 0.4543 -0.2749 -0.035
H 3.8387 1.7417 -3.5821 0.0653 -0.0266 -0.1223 0.092
H 4.0330 2.8219 -2.2194 0.0969 0.0664 0.0668 0.089
H 3.0826 1.3407 -2.0291 0.0243 -0.0154 -0.0356 0.051
H 3.1237 4.4864 -4.0842 0.1207 0.0389 -0.0214 0.124
H 1.0238 5.5762 -4.8392 -0.0052 0.1020 -0.0536 0.118
H -1.1483 4.4800 -4.2928 -0.0239 -0.0062 0.0040 0.090
H -2.7945 4.5891 -1.4184 -0.0089 0.0401 -0.0553 0.092
H -3.2497 5.5295 0.8377 -0.0584 0.1632 -0.0024 0.122
H -3.0870 4.0024 2.8028 -0.0263 0.0504 0.0706 0.124
H -2.5049 1.9674 3.7265 0.0016 -0.0087 0.0339 0.096
H -3.2500 0.7358 2.7075 0.0387 0.0658 0.0398 0.093
H -1.4931 0.8061 2.8500 -0.1813 0.1542 -0.0471 0.050
H -2.9562 0.0651 -4.5649 -0.0132 0.0186 -0.0199 0.083
H -2.9741 -2.4004 -4.8994 -0.0729 -0.0601 -0.1489 0.121
H -1.9354 -3.8383 -3.1467 0.0092 -0.1618 -0.0395 0.127
H -0.1760 -3.8071 -1.2814 0.0068 -0.0272 0.0312 0.103
H -0.2470 -2.4848 -0.1019 -0.2790 -0.2494 -0.3508 0.043
H -1.6413 -3.5762 -0.3354 0.0514 0.0170 -0.0111 0.101
O -0.4572 -4.0529 5.8138 -0.1067 -0.0905 0.0603 -0.041
C 0.6840 -3.3389 5.4151 0.2606 0.0704 -0.0071 -0.204
C 0.3583 -2.5076 4.2010 0.2761 0.2037 -0.1140 -0.141
C 1.2980 -1.6103 3.6686 -0.3833 -0.1585 -0.0230 0.016
C 0.9819 -0.8843 2.5417 0.2730 0.1769 0.0814 -0.160
N -0.2020 -0.9542 1.9111 -0.1150 -0.5176 0.6500 -0.015
C -1.1203 -1.7937 2.4455 -0.1992 -0.0592 0.0325 -0.181
C -0.8658 -2.5905 3.5633 0.1694 0.3373 -0.2771 0.080
C -2.4485 -1.7454 1.7912 0.0784 -0.0248 0.2515 -0.202
C -3.5532 -2.4571 2.2554 0.1624 0.2897 -0.3032 0.072
C -4.7859 -2.2839 1.6426 0.2328 0.2229 -0.2467 -0.154
C -5.9809 -3.0609 2.1280 -0.1068 -0.1986 -0.2778 -0.208
O -6.0430 -3.0910 3.5282 -0.0820 0.1216 0.3749 -0.031
C -4.8545 -1.3719 0.5869 0.0305 -0.2356 0.1755 0.028
C -3.7156 -0.7101 0.1853 -0.0513 0.2150 -0.3298 -0.100
N -2.5220 -0.8816 0.7585 -0.3098 -0.5043 0.4324 -0.007
H -0.2515 -4.5892 6.5900 -0.0320 0.1030 -0.1518 0.112
H 1.5122 -4.0199 5.1573 -0.1088 0.1533 0.0238 0.142
H 1.0430 -2.6711 6.2130 -0.0321 -0.0663 -0.1348 0.140
H 2.2695 -1.4852 4.1166 0.1698 0.0003 0.1126 0.131
H 1.7200 -0.2176 2.0912 -0.2293 -0.2170 0.1964 0.085
H -1.6112 -3.2544 3.9539 -0.1886 -0.1565 0.0891 0.117
H -3.4742 -3.1243 3.0946 0.0181 -0.1154 0.1508 0.126
H -5.8763 -4.1052 1.8099 -0.0309 0.1558 -0.0354 0.143
H -6.9005 -2.6734 1.6770 0.0667 -0.0035 0.0145 0.131
H -6.4242 -2.2636 3.8466 0.0314 -0.1279 0.0254 0.107
H -5.7856 -1.1781 0.0817 -0.1751 0.0282 -0.0775 0.124
H -3.7484 0.0060 -0.6364 -0.0510 -0.1770 0.1867 0.111
C 0.7448 2.6331 3.3579 -0.1877 0.1614 0.1645 -0.089
O 1.6196 2.5655 2.2457 0.5450 -0.1614 -0.4275 -0.309
P 1.2195 2.0103 0.7775 -0.2942 0.2673 -0.0135 0.783
O 2.6952 1.7361 0.2137 -0.3966 0.3384 0.0276 -0.337
C 3.8343 1.2997 0.9423 0.2036 -0.1007 0.0411 -0.076
O 0.7660 3.3105 -0.0335 -0.1174 -0.4843 0.2443 -0.336
C 1.5708 4.4792 -0.1743 0.1464 0.1626 0.0216 -0.069
H 1.3263 3.0432 4.1842 -0.1183 -0.0484 -0.0637 0.104
H 0.3843 1.6399 3.6271 -0.0334 0.0137 0.0467 0.067
H -0.0966 3.2969 3.1419 0.0171 -0.0635 0.0915 0.086
H 4.6546 1.9853 0.7291 -0.0117 -0.0633 0.0422 0.102
H 4.0953 0.2964 0.5968 0.0173 0.0519 0.0575 0.077
H 3.6416 1.3003 2.0135 0.0561 -0.0056 0.0270 0.083
H 1.6044 5.0209 0.7704 0.0468 0.0495 -0.0435 0.095
H 1.0961 5.0836 -0.9420 0.0381 0.0748 -0.0053 0.092
H 2.5773 4.2035 -0.4864 0.0294 0.0778 -0.0017 0.084
C 1.4465 -0.5931 -3.5777 -0.3410 0.1770 0.0801 -0.033
N 2.4086 -1.2517 -2.7285 -0.0415 0.0878 0.2510 -0.067
C 3.4954 -1.9416 -3.3942 0.1506 -0.0752 -0.1140 -0.139
C 4.7342 -1.8692 -2.5273 0.0690 -0.2240 0.0014 -0.134
C 4.4107 -2.5199 -1.1977 0.0419 -0.1203 -0.1229 -0.147
N 3.1505 -2.0171 -0.6693 0.0831 -0.0353 0.0019 -0.072
C 2.8402 -2.4508 0.6695 -0.4402 -0.0828 0.1317 -0.033
C 2.2334 -1.3183 -1.3878 0.3160 0.0232 -0.3132 -0.456
O 1.2816 -0.7587 -0.8136 -0.7627 0.2780 0.4261 -0.080
H 1.9755 -0.0104 -4.3355 -0.0581 -0.0273 0.0259 0.097
H 0.8475 0.0919 -2.9774 0.1382 -0.2277 -0.2237 0.046
H 0.8086 -1.3260 -4.0829 -0.0290 0.0285 -0.0169 0.101
H 3.6458 -1.4502 -4.3592 0.0618 -0.0831 0.1275 0.130
H 3.2197 -2.9829 -3.5956 0.0540 -0.0200 -0.0319 0.137
H 5.0224 -0.8281 -2.3882 0.0085 0.1044 0.0227 0.118
H 5.5670 -2.3866 -3.0024 -0.0022 0.0010 0.0312 0.128
H 5.1846 -2.3272 -0.4488 0.0166 0.0197 -0.0942 0.132
H 4.3376 -3.6083 -1.3135 0.0561 0.0386 -0.0116 0.133
H 3.4386 -1.9288 1.4215 -0.0128 0.0455 0.0000 0.092
H 1.7754 -2.2882 0.8730 0.5358 -0.1260 -0.1228 0.063
H 3.0518 -3.5181 0.7577 0.0266 -0.0456 0.0156 0.106
```
Forces are in eV/Å.

=====

A structure of composition C31H30Li4N6O3 in a non-equilibrium geometry. Source: the OMol25 dataset; level of theory: wB97M-V/def2-TZVPD.

ΔE to the lowest compared entry with this formula, charge and spin = 15.3196 eV
HOMO-LUMO gap = 3.14 eV
HOMO = -0.35644 hartree
Maximum force = 6.34 eV/A
Net charge = +2

The geometry in XYZ format:
```
74
Properties=species:S:1:pos:R:3:forces:R:3:lowdin_charge:R:1
Li 4.4593 18.6837 -8.0015 -0.8149 0.4394 -0.2661 0.889
Li -1.0971 15.5799 -12.5319 0.3635 0.8561 0.5401 0.903
Li -1.6470 21.3725 -9.6384 0.3430 -0.8004 -0.1434 0.917
Li 4.8108 14.9844 -10.7361 -0.4348 0.0931 -0.3768 0.854
C 0.8035 18.1652 -10.3210 0.6247 -0.0096 1.1655 -1.218
O -0.4046 18.1709 -10.4727 -6.1387 0.1777 -1.5870 -0.121
O 1.3453 19.1090 -9.7431 2.8219 3.4364 1.9906 -0.152
O 1.4161 17.1354 -10.6496 3.0998 -4.0363 -1.5985 -0.164
N 5.9193 22.4306 -6.0941 1.3454 0.5746 0.9073 0.021
C 4.9790 23.3518 -5.7975 1.0898 1.2072 -0.3647 -0.150
C 5.3098 24.6948 -5.4757 -0.0387 -1.7601 -0.3730 -0.058
C 6.6440 24.9902 -5.4213 -0.7692 1.9428 1.3653 -0.111
C 7.6421 24.0812 -5.5542 -0.0118 -1.2857 -0.3749 -0.073
C 7.2526 22.7870 -5.8949 -1.4961 0.7091 -0.2666 -0.122
H 3.9314 23.0996 -5.8701 -0.0233 -0.4862 -0.0894 0.090
H 4.6318 25.4939 -5.2143 -0.4813 -0.3671 -0.1720 0.106
H 6.8261 25.9829 -5.0369 0.5960 0.2645 -0.3396 0.113
H 8.6568 24.3968 -5.3614 0.1580 -0.3782 -0.1575 0.111
H 8.0546 22.0739 -6.0157 -0.4185 -0.5880 -0.2152 0.092
N -4.8372 20.3057 -6.4719 -1.5917 -0.1676 1.9116 0.032
C -6.0901 20.8962 -6.3517 1.0013 -1.4109 -0.1593 -0.142
C -7.0902 20.4884 -5.4629 1.0095 -0.5934 0.1337 -0.066
C -6.8087 19.4123 -4.6039 -0.0390 0.9923 -0.8210 -0.072
C -5.5518 18.8347 -4.6605 -0.4259 0.2610 0.1431 -0.082
C -4.5864 19.3229 -5.5464 -1.2823 0.3196 -1.2769 -0.148
H -6.3548 21.6134 -7.1147 0.2815 0.2960 0.0062 0.090
H -8.0694 20.9440 -5.4714 0.0418 0.1319 -0.0644 0.101
H -7.5844 19.0386 -3.9520 0.0654 -0.1019 0.1102 0.107
H -5.4211 17.9747 -4.0204 0.6402 -0.0498 -0.0649 0.101
H -3.6796 18.7459 -5.6523 0.3867 0.3651 -0.0166 0.093
N -6.5727 16.1058 -12.9984 -0.4789 0.2973 0.3161 0.043
C -7.5366 16.0140 -13.9158 0.0763 -0.8157 0.4634 -0.166
C -8.8621 16.3685 -13.6984 -0.3534 1.3004 0.2967 -0.059
C -9.1707 17.1332 -12.5545 1.3804 -0.6518 -0.6627 -0.048
C -8.1355 17.2687 -11.6243 -1.9451 0.7519 0.0946 -0.093
C -6.9317 16.6854 -11.8407 1.4278 -0.7000 -0.5006 -0.177
H -7.2354 15.5132 -14.8239 -0.1263 0.0585 -0.2624 0.100
H -9.5894 16.1867 -14.4758 -0.0833 -0.0069 0.0025 0.100
H -10.0949 17.6649 -12.3827 -0.2453 -0.3607 -0.1581 0.106
H -8.3536 17.8616 -10.7483 0.2887 -0.1326 0.2823 0.102
H -6.1765 16.6511 -11.0695 0.1228 0.2660 0.1405 0.097
N 5.5213 13.8040 -14.8576 -0.3139 0.7211 -1.3681 0.011
C 5.0747 14.4518 -16.0038 1.7807 -1.6198 0.9623 -0.127
C 5.4987 14.0722 -17.2819 -0.8298 1.2198 0.7509 -0.073
C 6.2724 12.9390 -17.4667 0.5423 0.2529 0.6069 -0.073
C 6.7147 12.2976 -16.3334 -0.2768 -0.0070 1.1394 -0.062
C 6.3695 12.7862 -15.0369 -0.9152 -0.2645 -1.5429 -0.155
H 4.4550 15.3257 -15.8674 -0.0904 -0.0398 0.0977 0.093
H 5.2158 14.7962 -18.0316 -0.0358 -0.4717 -0.6066 0.103
H 6.6699 12.5662 -18.3992 -0.4279 0.2799 -0.3404 0.114
H 7.2924 11.3990 -16.4916 0.2335 -0.0163 0.4800 0.103
H 6.6647 12.2579 -14.1424 0.3080 -0.0103 0.0323 0.090
N -4.7591 22.9596 -13.0823 0.1015 1.3874 -0.7817 0.033
C -5.2578 24.2398 -13.0549 0.0648 -1.9396 -0.5339 -0.141
C -6.4152 24.6033 -13.7203 0.5324 0.5541 0.3655 -0.092
C -7.0974 23.6825 -14.4762 0.4177 -1.2173 -0.3831 -0.064
C -6.5387 22.3927 -14.5991 -0.1530 1.1352 -0.1165 -0.062
C -5.3382 22.1085 -13.9503 -1.0822 0.5732 1.0235 -0.165
H -4.7177 25.0346 -12.5618 0.2742 -0.3661 0.5129 0.096
H -6.6912 25.6427 -13.6216 -0.3901 0.0101 -0.2035 0.105
H -7.9864 23.9561 -15.0250 -0.1324 -0.0630 0.0764 0.108
H -7.0198 21.6555 -15.2248 0.0656 -0.0798 -0.0320 0.099
H -4.9436 21.1082 -14.0502 0.3637 -0.0304 0.1606 0.094
N -0.5530 16.7756 -16.8397 -0.9519 1.0552 -1.3874 0.035
C -0.8248 16.1749 -18.0188 0.5493 -0.6848 1.1488 -0.172
C -0.3836 16.6225 -19.2213 -0.0837 0.6408 -1.3138 -0.103
C 0.2965 17.8155 -19.3367 -0.2132 1.6675 1.3924 -0.061
C 0.4377 18.6260 -18.1681 -1.2202 -2.2793 -0.2327 -0.032
C -0.0936 18.0441 -16.9723 1.7883 -0.6435 -0.3085 -0.150
H -1.3228 15.2174 -18.0600 -0.1707 -0.1627 0.6897 0.102
H -0.6567 16.0945 -20.1230 0.1252 -0.2409 -0.0004 0.109
H 0.5520 18.1801 -20.3207 0.3806 0.0512 0.0378 0.106
H 0.9065 19.5985 -18.1960 -0.1118 0.0031 0.1401 0.095
H 0.0825 18.4968 -16.0077 -0.0947 0.5471 -0.0242 0.088
```
Forces are in eV/Å.

=====

An isolated molecule of C2H7N3O. Source: the OMol25 dataset; level of theory: wB97M-V/def2-TZVPD.

Structure (SMILES) = [H]/N=C(/N)NCO
ΔE to the lowest compared entry with this formula, charge and spin = 0.8487 eV
HOMO-LUMO gap = 9.56 eV
HOMO = -0.32610 hartree
Maximum force = 0.71 eV/A

The geometry in XYZ format:
```
13
Properties=species:S:1:pos:R:3:forces:R:3:lowdin_charge:R:1
H 2.5966 -0.2721 1.1272 -0.1534 0.1554 -0.0756 0.031
N 2.2029 -0.8365 0.3824 0.5130 -0.4485 0.2144 0.097
C 1.0614 -0.4595 -0.0171 0.2054 0.3225 0.1043 -0.586
N 0.4859 -1.0692 -1.1072 -0.3556 -0.0284 -0.2452 0.124
N 0.3546 0.6237 0.5028 -0.2820 0.0245 0.1493 0.045
C -0.9425 0.9823 0.0444 0.0992 0.3885 -0.2796 -0.291
O -1.8985 -0.0159 0.3924 -0.0438 -0.2430 0.1188 -0.059
H 1.0064 -1.8836 -1.3961 -0.0052 0.0597 0.0444 0.096
H -0.5087 -1.2231 -1.0313 -0.0215 -0.0542 -0.0139 0.077
H 0.5491 0.8154 1.4739 -0.0024 -0.0441 -0.1271 0.133
H -1.2180 1.9432 0.5000 0.1010 -0.1798 -0.0948 0.125
H -0.9071 1.0976 -1.0493 -0.0224 0.0099 0.2492 0.123
H -2.7820 0.2977 0.1779 -0.0324 0.0374 -0.0444 0.085
```
Forces are in eV/Å.